Formula: C48H102F6N11O12S6
Source: the Open Molecules 2025 dataset
Level of theory: ωB97M-V/def2-TZVPD

The value obtained for the LUMO energy is -5.9797 eV. The value obtained for the energy above the lowest of the compared OMol25 structures with the same formula, charge and spin is 0.0 kcal/mol. The value obtained for the HOMO energy is -13.50 eV. The charge is +3. As for the spin multiplicity: 1. Its HOMO-LUMO gap is 0.276 Eh.

Last column: Mulliken charge in e.
Atoms and positions in Å:
C1 2.190 -9.716 -4.619  -1.159
C2 2.327 -8.206 -4.811  -0.652
C3 3.115 -7.557 -3.673  -0.468
C4 2.356 -7.476 -2.367  -0.592
N1 3.095 -6.698 -1.289  0.537
C5 2.852 -5.212 -1.506  -0.979
C6 1.687 -4.781 -0.594  0.678
C7 1.349 -6.017 0.235  -0.542
C8 2.563 -6.923 0.111  -0.926
C9 4.569 -6.960 -1.258  -1.253
H1 1.781 -10.222 -5.489  0.378
H2 1.550 -9.871 -3.746  0.309
H3 3.142 -10.188 -4.368  0.299
H4 1.321 -7.778 -4.857  0.317
H5 2.805 -7.948 -5.755  0.366
H6 3.327 -6.525 -3.985  0.373
H7 4.087 -8.041 -3.585  0.366
H8 2.130 -8.453 -1.941  0.354
H9 1.439 -6.909 -2.524  0.319
H10 3.772 -4.724 -1.190  0.355
H11 2.645 -4.993 -2.548  0.210
H12 1.971 -3.899 -0.026  -0.301
H13 0.823 -4.483 -1.187  -0.001
H14 1.076 -5.762 1.257  0.584
H15 0.526 -6.639 -0.125  0.340
H16 3.307 -6.691 0.871  0.303
H17 2.355 -7.987 0.220  0.442
H18 4.784 -8.025 -1.256  0.365
H19 5.003 -6.438 -0.413  0.456
H20 4.985 -6.547 -2.174  0.494
C10 -2.885 5.958 1.517  -0.676
C11 -2.917 6.148 3.022  -0.800
C12 -1.639 5.722 3.754  -0.676
C13 -1.488 4.211 3.899  0.393
N2 -0.235 3.763 4.614  0.891
C14 1.013 3.827 3.729  0.048
C15 1.809 2.569 4.034  -0.481
C16 1.102 1.847 5.184  -0.533
C17 -0.330 2.311 4.932  0.157
C18 -0.064 4.575 5.857  -1.056
H21 -2.730 4.883 1.376  -0.060
H22 -2.112 6.506 0.979  0.262
H23 -3.830 6.243 1.055  0.435
H24 -3.757 5.592 3.448  0.256
H25 -3.073 7.195 3.289  0.338
H26 -1.585 6.275 4.689  0.509
H27 -0.767 6.056 3.168  0.329
H28 -1.577 3.665 2.963  -0.686
H29 -2.302 3.928 4.575  0.400
H30 1.417 4.834 3.791  0.601
H31 0.642 3.768 2.706  -0.584
H32 2.878 2.757 4.112  0.645
H33 1.706 1.935 3.151  0.010
H34 1.532 2.119 6.147  0.332
H35 1.209 0.771 5.052  -0.028
H36 -1.054 2.090 5.716  0.582
H37 -0.743 1.857 4.027  -0.551
H38 -1.027 4.558 6.370  0.347
H39 0.237 5.577 5.589  0.334
H40 0.587 4.031 6.536  0.338
C19 -4.123 2.247 -1.780  -0.646
C20 -4.968 1.006 -1.470  -1.074
C21 -4.064 -0.091 -0.921  1.946
C22 -4.845 -1.358 -0.640  -1.342
N3 -4.003 -2.434 0.049  0.443
C23 -2.614 -2.644 -0.475  -0.631
C24 -2.199 -4.079 -0.122  -0.036
C25 -3.514 -4.752 0.325  -1.136
C26 -4.636 -3.812 -0.058  -0.560
C27 -3.890 -2.057 1.492  -0.997
H41 -3.404 1.938 -2.545  -0.022
H42 -3.597 2.640 -0.912  0.007
H43 -4.726 3.033 -2.235  0.520
H44 -5.468 0.740 -2.403  0.391
H45 -5.716 1.194 -0.696  0.452
H46 -3.552 0.244 -0.027  -0.737
H47 -3.244 -0.366 -1.591  -0.339
H48 -5.195 -1.810 -1.570  0.349
H49 -5.685 -1.256 0.047  0.421
H50 -1.907 -1.874 -0.175  0.527
H51 -2.705 -2.492 -1.554  0.376
H52 -1.515 -4.046 0.726  -0.263
H53 -1.691 -4.462 -1.003  0.428
H54 -3.475 -4.909 1.402  0.417
H55 -3.633 -5.744 -0.107  0.475
H56 -5.485 -3.755 0.617  0.463
H57 -4.919 -3.964 -1.098  0.480
H58 -3.307 -2.806 2.022  0.526
H59 -4.883 -1.980 1.932  0.497
H60 -3.426 -1.079 1.562  -0.044
C28 -1.198 -0.171 -3.887  -1.313
C29 0.321 -0.100 -3.781  -0.135
C30 0.883 1.314 -3.727  1.834
C31 0.853 2.045 -5.059  -1.391
N4 0.833 3.550 -4.935  0.490
C32 -0.275 4.072 -4.058  -0.215
C33 -0.500 5.522 -4.546  -0.475
C34 0.411 5.718 -5.780  -0.932
C35 0.661 4.299 -6.222  -0.417
C36 2.141 3.939 -4.294  -0.670
H61 -1.572 0.281 -4.809  0.460
H62 -1.621 0.381 -3.048  0.079
H63 -1.509 -1.215 -3.867  0.424
H64 0.832 -0.718 -4.533  0.486
H65 0.619 -0.599 -2.851  -0.267
H66 1.897 1.357 -3.325  -0.505
H67 0.269 1.850 -2.999  -0.265
H68 -0.095 1.835 -5.571  0.315
H69 1.614 1.832 -5.810  0.248
H70 0.027 4.071 -3.019  -0.283
H71 -1.158 3.439 -4.120  0.499
H72 -0.308 6.242 -3.756  0.219
H73 -1.534 5.623 -4.870  0.457
H74 1.301 6.287 -5.523  0.333
H75 -0.124 6.294 -6.531  0.420
H76 1.503 4.123 -6.890  0.424
H77 -0.223 3.869 -6.699  0.449
H78 2.114 3.531 -3.288  0.024
H79 2.264 5.012 -4.268  0.364
H80 2.965 3.451 -4.814  0.189
C37 -3.647 -1.324 5.910  -1.428
C38 -2.660 -0.425 5.161  0.418
N5 -1.290 -0.838 5.506  0.755
C39 -0.703 -0.765 6.743  -0.330
C40 0.464 -1.439 6.647  -0.820
N6 0.561 -1.909 5.347  0.313
C41 -0.531 -1.533 4.682  -0.279
C42 1.516 -2.929 4.919  -0.862
H81 -4.691 -1.142 5.672  0.392
H82 -3.474 -1.222 6.981  0.413
H83 -3.403 -2.364 5.664  0.379
H84 -2.861 0.606 5.446  0.051
H85 -2.809 -0.487 4.085  -0.520
H86 -1.208 -0.219 7.520  0.575
H87 1.292 -1.690 7.287  0.558
H88 -0.833 -1.890 3.714  0.367
H89 2.374 -2.481 4.422  0.328
H90 1.061 -3.523 4.125  0.220
H91 1.715 -3.585 5.759  0.419
C43 6.411 3.561 -3.202  -0.395
C44 6.978 2.208 -3.621  -0.696
N7 6.006 1.121 -3.429  0.182
C45 5.283 0.477 -4.412  -0.652
C46 4.393 -0.325 -3.791  -0.428
N8 4.651 -0.229 -2.439  0.355
C47 5.602 0.666 -2.257  -0.133
C48 3.917 -0.913 -1.375  -0.786
H92 7.199 4.286 -3.025  0.403
H93 5.723 3.511 -2.357  -0.073
H94 5.786 3.923 -4.024  0.243
H95 7.898 1.952 -3.095  0.372
H96 7.268 2.216 -4.671  0.360
H97 5.533 0.668 -5.441  0.507
H98 3.600 -0.966 -4.132  0.543
H99 5.945 1.040 -1.305  0.424
H100 2.933 -1.164 -1.757  -0.023
H101 3.915 -0.353 -0.446  0.415
H102 4.434 -1.859 -1.187  0.427
N9 2.138 4.874 -1.049  -0.483
S1 2.557 3.546 -0.314  1.166
O1 2.150 2.311 -0.932  -0.342
O2 2.807 3.581 1.088  -0.488
F1 4.120 3.585 -0.884  -0.574
S2 0.699 5.209 -0.343  0.825
O3 0.809 5.793 0.948  -0.532
O4 -0.344 4.275 -0.614  -0.285
F2 0.376 6.440 -1.275  -0.312
N10 -6.456 2.653 3.378  -0.541
S3 -5.147 1.875 3.112  0.983
O5 -5.284 0.524 2.627  -0.559
O6 -4.004 2.124 3.956  -0.237
F3 -4.640 2.637 1.780  -0.295
S4 -6.656 2.230 4.984  1.095
O7 -5.917 3.097 5.834  -0.611
O8 -6.747 0.852 5.315  -0.560
F4 -8.114 2.788 5.096  -0.237
N11 -0.782 -0.581 1.660  -0.103
S5 -0.761 0.853 0.918  0.443
O9 -1.125 0.748 -0.458  -0.374
O10 0.183 1.865 1.224  -0.284
F5 -2.073 1.349 1.616  -0.463
S6 0.687 -1.061 1.058  1.541
O11 1.847 -0.591 1.737  -0.746
O12 0.815 -1.364 -0.331  -0.385
F6 0.564 -2.583 1.646  -0.418